No. 1
The following is a quantum chemistry calculation of a structure of composition C38H41N8O2Pb, from OMol25.

Element x y z (Å)
1 Pb 0.721 -0.082 -0.511
2 O -2.511 -2.763 5.386
3 O -1.853 5.378 3.616
4 N -1.753 1.557 -2.515
5 N 4.154 1.307 0.036
6 N 2.630 -0.248 1.035
7 N 0.352 1.940 1.043
8 N 2.807 0.755 -1.821
9 N 0.912 -2.751 -1.433
10 N -1.023 -0.410 1.409
11 N -1.423 -1.188 -2.238
12 C -2.529 0.834 -1.727
13 C -0.718 2.935 2.916
14 C -1.107 -5.189 -3.429
15 C -1.570 2.997 -2.260
16 C -0.180 -3.299 -2.229
17 C 4.854 1.931 -2.163
18 C -1.335 -2.555 -2.544
19 C 4.645 1.940 -3.519
20 C -0.442 5.353 3.506
21 C -0.457 1.840 2.114
22 C 2.329 -1.024 2.108
23 C 1.141 -3.560 -0.218
24 C -2.849 -1.411 5.154
25 C -1.595 -1.604 1.612
26 C -2.337 -3.147 -3.332
27 C 3.505 1.323 -4.045
28 C 3.767 0.451 1.066
29 C -0.115 4.161 2.647
30 C -0.103 -4.612 -2.665
31 C 4.300 -0.395 3.248
32 C -3.641 -1.378 -1.231
33 C -2.227 -4.448 -3.775
34 C -2.227 -1.039 3.835
35 C 3.114 -1.134 3.219
36 C 3.909 1.310 -1.336
37 C 4.623 0.394 2.175
38 C -2.530 -0.646 -1.841
39 C 0.748 4.239 1.567
40 C -1.386 1.187 -3.899
41 C -3.398 1.432 -0.765
42 C -4.365 0.677 -0.189
43 C 2.630 0.753 -3.161
44 C -2.208 -1.962 2.793
45 C 0.947 3.109 0.796
46 C -1.072 0.502 2.393
47 C -4.501 -0.742 -0.424
48 C 2.157 -2.717 -2.230
49 C -1.654 0.207 3.617
50 H -3.679 -2.451 -1.335
51 H 1.390 -1.567 2.048
52 H -0.611 3.286 -2.684
53 H -3.388 2.498 -0.603
54 H -2.004 1.788 -4.569
55 H 5.543 0.965 2.171
56 H -1.642 0.930 4.421
57 H -3.934 -1.277 5.074
58 H 0.768 -5.207 -2.420
59 H 3.320 1.289 -5.109
60 H -3.173 -2.539 -3.656
61 H -5.277 -1.292 0.090
62 H -2.633 -2.947 2.923
63 H -2.352 3.581 -2.747
64 H 5.368 2.407 -4.175
65 H 1.439 -4.585 -0.452
66 H -1.548 -2.303 0.782
67 H 0.239 -3.596 0.392
68 H 1.247 5.165 1.312
69 H 1.949 -3.107 0.359
70 H 5.745 2.376 -1.736
71 H -2.998 -4.876 -4.402
72 H -1.001 -6.210 -3.771
73 H 2.524 -3.722 -2.453
74 H -1.420 2.875 3.736
75 H 1.596 3.145 -0.075
76 H -1.561 3.203 -1.195
77 H 0.034 5.225 4.484
78 H 1.731 0.252 -3.511
79 H -5.084 1.166 0.458
80 H -0.343 1.440 -4.075
81 H -2.115 6.077 4.227
82 H 4.999 1.807 0.271
83 H 4.963 -0.448 4.101
84 H -2.489 -0.743 5.940
85 H -0.042 6.262 3.054
86 H 1.980 -2.198 -3.171
87 H -2.883 -3.051 6.228
88 H 2.930 -2.188 -1.669
89 H 2.819 -1.773 4.039
90 H -1.545 0.137 -4.096

The energy relative to the best compared isomer or geometry (same formula, charge and spin) comes out at 0.000 eV. The HOMO-LUMO gap comes out at 5.98 eV. Its HOMO energy is -15.85 eV. The total charge is +3. For the calculated total energy, the calculation gives -61312.13346 eV. Its maximum force is 0.43 eV/Å. The molar mass comes out at 849.00 Da.

---

No. 2
The following is a quantum chemistry calculation of a structure of composition C38H42As2KN7O5S, from OMol25.

Element x y z (Å)
1 As 1.846 -1.469 3.075
2 As -0.779 1.548 -3.136
3 K 0.883 0.071 0.202
4 S -6.196 -3.950 2.601
5 O 5.273 -5.242 -4.077
6 O 1.354 -0.957 -2.065
7 O 6.240 -6.033 -2.328
8 O 1.347 0.000 2.465
9 O 2.685 -1.682 0.328
10 N -0.904 2.806 0.643
11 N 5.411 -5.323 -2.870
12 N 1.710 2.960 1.483
13 N -1.772 -1.231 -0.508
14 N -5.522 -3.855 1.135
15 N -1.676 0.008 1.890
16 N -5.315 -2.847 3.389
17 C -2.595 -0.951 1.747
18 C -0.444 3.969 1.101
19 C -1.834 -1.789 -1.710
20 C -1.538 0.575 3.078
21 C 1.055 4.699 2.983
22 C 3.112 3.550 3.334
23 C 2.811 2.793 2.212
24 C 4.686 -4.368 -2.029
25 C -3.656 -2.562 0.141
26 C -4.438 -2.377 2.515
27 C -3.287 -0.737 4.030
28 C -0.586 3.500 -3.218
29 C -2.793 -2.735 -2.073
30 C 3.805 -3.498 -2.610
31 C 3.746 -1.606 3.220
32 C -2.086 2.797 0.030
33 C -3.711 -3.132 -1.129
34 C 4.224 -3.471 0.143
35 C -2.682 -1.603 0.404
36 C 1.301 -1.585 4.916
37 C -2.323 0.234 4.182
38 C -2.348 5.148 0.279
39 C 0.297 1.122 -4.719
40 C 0.753 3.950 -2.636
41 C 2.214 4.528 3.722
42 C 2.142 -1.758 -2.540
43 C -2.852 3.937 -0.167
44 C 3.293 -2.516 -0.402
45 C -1.124 5.167 0.924
46 C 3.094 -2.590 -1.826
47 C 4.896 -4.364 -0.643
48 C -3.433 -1.349 2.787
49 C -3.692 1.630 -3.007
50 C 0.042 -0.293 -5.228
51 C -2.545 1.426 -3.989
52 C 0.978 -3.018 2.358
53 C -4.557 -2.953 1.227
54 C 0.840 3.892 1.873
55 H -0.964 -0.398 -5.638
56 H 1.688 -0.717 5.447
57 H -2.576 2.159 -4.800
58 H -2.792 -3.150 -3.072
59 H 4.046 -2.596 3.563
60 H 0.847 3.666 -1.586
61 H 5.591 -5.073 -0.216
62 H -3.705 2.648 -2.610
63 H 1.598 3.505 -3.167
64 H -3.931 -1.033 4.849
65 H 0.213 -1.578 4.960
66 H -2.430 1.826 -0.313
67 H 4.033 -0.864 3.964
68 H -2.611 0.440 -4.449
69 H -1.071 -1.473 -2.415
70 H 3.484 2.011 1.878
71 H 4.385 -3.465 1.213
72 H 4.183 -1.384 2.253
73 H 1.069 -3.041 1.279
74 H -1.414 3.930 -2.650
75 H -4.658 1.456 -3.485
76 H 0.088 1.870 -5.487
77 H 1.683 -2.499 5.372
78 H 2.160 -1.905 -3.640
79 H 0.872 5.034 -2.696
80 H -0.695 6.096 1.278
81 H -0.760 1.326 3.155
82 H 0.312 5.427 3.281
83 H -0.064 -2.948 2.671
84 H 2.405 5.138 4.596
85 H 1.427 -3.909 2.798
86 H 0.149 -1.027 -4.428
87 H -0.705 3.807 -4.260
88 H 3.653 -3.525 -3.682
89 H -3.811 3.872 -0.662
90 H 1.340 1.238 -4.422
91 H -3.620 0.945 -2.157
92 H -2.168 0.733 5.129
93 H -4.466 -3.877 -1.347
94 H -2.902 6.066 0.127
95 H 4.025 3.366 3.884
96 H 0.743 -0.563 -6.021

The energy relative to the best compared isomer or geometry (same formula, charge and spin) comes out at 0.091 eV. The HOMO-LUMO gap comes out at 7.14 eV. Its HOMO energy is -7.64 eV. For the calculated total energy, the calculation gives -209592.82381 eV. Its maximum force is 1.81 eV/Å. The molar mass comes out at 897.81 Da.

---

No. 3
The following is a quantum chemistry calculation of a structure of composition C38H42AsF6NO5P2S5SbSiTi, from OMol25.

Element x y z (Å)
1 Sb -2.540 1.552 -2.303
2 As -1.405 -1.377 1.037
3 Ti 0.404 0.363 -2.031
4 S -1.623 -0.686 -1.816
5 S 2.773 1.200 -4.058
6 S -0.259 2.227 -3.313
7 S -4.022 1.100 -3.940
8 S 0.250 0.652 -4.801
9 P 2.628 -0.187 1.011
10 P 1.679 -1.857 -1.442
11 Si 0.227 2.281 0.643
12 F 2.694 3.881 -3.701
13 F 2.043 -1.221 -5.550
14 F 4.546 2.951 -3.104
15 F 4.092 3.220 -5.189
16 F 1.244 -0.182 -7.277
17 F 0.072 -1.690 -6.267
18 O 0.378 -0.395 -3.725
19 O 0.330 1.184 -0.531
20 O 3.881 0.391 -4.439
21 O -0.968 0.863 -5.525
22 O 2.329 0.973 -2.680
23 N 1.650 1.463 -5.065
24 C 0.208 -1.429 4.981
25 C 2.703 5.550 1.433
26 C 1.756 4.547 1.540
27 C -2.901 -3.471 -0.416
28 C -2.472 2.358 1.521
29 C 2.124 -2.756 0.120
30 C -3.217 -4.760 -0.812
31 C -5.474 -0.216 0.516
32 C 3.465 5.658 0.281
33 C -1.861 -3.224 0.474
34 C 3.553 2.912 -4.010
35 C 3.150 -1.988 0.940
36 C -3.300 -0.849 1.387
37 C -5.143 -0.355 2.875
38 C 4.003 0.611 0.054
39 C 3.323 0.207 2.689
40 C -1.747 4.433 0.595
41 C -4.148 -0.559 0.324
42 C 2.339 3.744 -0.627
43 C -0.420 -2.466 5.648
44 C -1.367 -3.228 4.983
45 C -2.489 -5.837 -0.338
46 C 0.664 -3.181 -2.225
47 C -1.480 3.096 0.881
48 C -1.065 -1.918 2.973
49 C 3.244 -2.085 -2.387
50 C -2.953 5.013 0.954
51 C -1.687 -2.954 3.665
52 C 3.288 4.746 -0.744
53 C -3.924 4.258 1.593
54 C -3.819 -0.705 2.672
55 C -1.434 -5.608 0.530
56 C -0.111 -1.169 3.658
57 C 0.918 -0.657 -6.065
58 C -3.685 2.922 1.870
59 C 1.547 3.635 0.509
60 C -1.125 -4.318 0.928
61 C -5.984 -0.133 1.798
62 H -5.522 -0.249 3.884
63 H 0.381 -0.359 3.129
64 H 2.849 6.256 2.240
65 H -0.853 -6.442 0.902
66 H -2.741 -6.845 -0.642
67 H 4.369 -0.083 2.763
68 H 4.959 0.127 0.257
69 H 4.071 -1.609 -1.862
70 H 1.223 -4.118 -2.265
71 H 0.385 -2.877 -3.236
72 H 4.060 1.657 0.355
73 H 2.196 3.024 -1.425
74 H -4.042 -4.919 -1.494
75 H -0.253 -3.329 -1.649
76 H 3.175 -2.375 1.961
77 H -0.177 -2.676 6.679
78 H -3.136 6.060 0.749
79 H 1.161 4.459 2.438
80 H -1.863 -4.041 5.494
81 H 3.791 0.585 -1.012
82 H -4.862 4.711 1.883
83 H -6.090 -0.004 -0.346
84 H 0.944 -0.826 5.494
85 H 4.147 -2.082 0.504
86 H -3.773 -0.581 -0.688
87 H 3.891 4.829 -1.635
88 H 3.161 -1.613 -3.366
89 H -4.430 2.319 2.372
90 H 4.188 6.455 0.184
91 H -3.183 -0.859 3.535
92 H -3.469 -2.646 -0.819
93 H 2.750 -0.317 3.448
94 H 2.472 -3.763 -0.129
95 H 3.454 -3.150 -2.510
96 H -2.440 -3.553 3.166
97 H 1.198 -2.845 0.697
98 H -7.023 0.114 1.957
99 H 3.237 1.277 2.869
100 H -0.994 5.032 0.103
101 H 0.473 1.563 1.922
102 H -0.302 -4.165 1.621
103 H -2.268 1.325 1.772

The energy relative to the best compared isomer or geometry (same formula, charge and spin) comes out at 2.526 eV. The HOMO-LUMO gap comes out at 6.49 eV. Its HOMO energy is -4.82 eV. The total charge is -1. For the calculated total energy, the calculation gives -239248.89159 eV. Its maximum force is 3.60 eV/Å. The molar mass comes out at 1201.66 Da.

---

No. 4
The following is a quantum chemistry calculation of a structure of composition C38H42Br2N5O3PtS, from OMol25.

Element x y z (Å)
1 Pt -1.015 0.223 -0.355
2 Br -7.305 2.034 -1.530
3 Br -1.822 -0.209 -6.885
4 S -1.912 -2.009 0.106
5 O -0.695 0.432 1.661
6 O 0.849 -0.436 -0.270
7 O 2.709 -0.391 0.905
8 N -0.670 -3.718 -1.498
9 N 0.315 -3.328 0.603
10 N -1.252 -0.086 -2.318
11 N 2.672 2.529 -2.265
12 N -2.966 0.779 -0.593
13 C 0.172 4.344 -1.599
14 C 1.852 -2.625 4.447
15 C -5.122 1.428 0.166
16 C -0.513 2.267 -0.564
17 C -4.678 1.221 -2.182
18 C 3.149 3.941 -2.399
19 C -3.818 1.048 0.401
20 C -0.868 -5.624 -3.005
21 C -0.458 -0.721 -4.457
22 C 0.294 1.901 3.807
23 C -1.230 4.443 0.314
24 C 0.706 0.128 2.116
25 C -2.393 0.392 -2.861
26 C 0.655 -3.220 4.830
27 C -0.552 -1.662 3.443
28 C 3.120 1.942 -0.968
29 C 1.852 -1.555 3.567
30 C -0.606 -3.128 -0.312
31 C -0.543 -2.734 4.331
32 C 0.621 3.050 4.509
33 C -0.312 -0.647 -3.091
34 C 1.432 -5.399 1.386
35 C 1.562 -4.114 0.588
36 C 0.025 -4.921 -2.000
37 C 1.184 2.303 -2.519
38 C -1.235 3.057 0.335
39 C -0.541 5.101 -0.690
40 C 0.261 2.947 -1.520
41 C 0.648 -1.078 3.050
42 C 1.841 3.673 4.285
43 C 2.730 3.134 3.369
44 C 2.402 1.991 2.648
45 C -2.584 0.374 -4.228
46 C 1.519 -0.234 0.863
47 C -5.560 1.529 -1.149
48 C -3.388 0.847 -1.873
49 C -1.600 -0.177 -5.042
50 C 1.170 1.379 2.851
51 H 2.385 -5.925 1.394
52 H 2.714 4.538 -1.605
53 H 1.079 1.225 -2.546
54 H 3.697 3.596 3.221
55 H -0.567 6.178 -0.772
56 H 4.205 1.992 -0.917
57 H 0.548 -1.053 -2.571
58 H 2.794 0.908 -0.913
59 H 2.790 -2.987 4.846
60 H 0.677 -6.063 0.963
61 H -0.380 -6.530 -3.359
62 H -1.467 -3.427 -2.045
63 H 1.858 -4.295 -0.440
64 H 2.321 -3.465 1.026
65 H -5.785 1.629 0.996
66 H 1.002 2.702 -3.518
67 H 4.232 3.935 -2.299
68 H 0.307 -1.192 -5.059
69 H 0.675 4.855 -2.411
70 H -1.802 4.996 1.048
71 H 2.107 4.561 4.843
72 H 2.788 -1.095 3.281
73 H -3.493 0.765 -4.662
74 H 2.869 4.328 -3.376
75 H 3.142 2.008 -3.007
76 H 2.679 2.522 -0.161
77 H 0.658 -4.044 5.529
78 H 3.121 1.567 1.965
79 H -3.446 0.931 1.411
80 H -5.013 1.264 -3.208
81 H 0.235 -5.577 -1.158
82 H -0.854 1.342 1.978
83 H -1.496 -1.288 3.076
84 H -1.481 -3.174 4.644
85 H -1.896 2.610 1.071
86 H 0.128 -2.850 1.480
87 H -0.624 1.377 4.059
88 H 0.972 -4.633 -2.460
89 H -1.059 -4.993 -3.876
90 H -0.060 3.435 5.256
91 H 1.156 -5.187 2.419
92 H -1.819 -5.907 -2.554

The energy relative to the best compared isomer or geometry (same formula, charge and spin) comes out at 1.312 eV. The HOMO-LUMO gap comes out at 7.01 eV. Its HOMO energy is -15.87 eV. The total charge is +3. For the calculated total energy, the calculation gives -207825.30307 eV. Its maximum force is 0.51 eV/Å. The molar mass comes out at 1003.74 Da.

---

No. 5
The following is a quantum chemistry calculation of a structure of composition C38H42Br6N5O11Sr, from OMol25.

Element x y z (Å)
1 Sr 7.107 18.888 12.678
2 Br 8.950 20.143 18.575
3 Br 3.953 12.786 14.270
4 Br 10.001 16.668 17.823
5 Br 6.134 13.999 11.980
6 Br 5.467 11.655 18.617
7 Br 2.919 15.448 18.152
8 O 1.902 20.679 19.406
9 O 8.153 16.627 13.184
10 O 4.731 23.142 22.954
11 O 9.192 15.136 12.081
12 O 6.801 21.228 14.355
13 O 1.541 25.018 17.190
14 O -0.127 20.978 18.764
15 O 1.303 23.340 15.892
16 O 6.584 23.184 21.873
17 O 5.600 17.984 14.524
18 O 7.181 21.833 16.356
19 N 5.435 22.810 22.025
20 N 1.973 24.049 16.622
21 N 8.723 15.513 13.110
22 N 1.020 20.631 18.569
23 N 6.808 22.086 15.246
24 C 0.560 20.431 16.166
25 C 2.726 18.680 15.854
26 C 9.836 18.223 16.644
27 C 5.454 24.067 18.002
28 C 4.834 21.985 20.996
29 C 8.625 14.643 14.265
30 C 6.384 24.402 15.915
31 C 7.904 15.076 15.377
32 C 8.556 18.968 17.041
33 C 4.192 14.709 14.008
34 C 4.961 18.489 15.638
35 C 3.526 21.488 21.177
36 C 4.484 14.939 12.531
37 C 5.941 23.754 13.635
38 C 3.776 20.188 19.178
39 C 9.035 12.507 15.239
40 C 5.575 21.483 19.939
41 C 4.220 13.992 17.980
42 C 7.703 14.166 16.410
43 C 1.354 20.085 17.267
44 C 5.993 25.693 15.632
45 C 3.797 22.348 16.401
46 C 0.848 19.879 14.931
47 C 1.967 19.083 14.772
48 C 9.283 13.418 14.247
49 C 5.605 26.024 14.335
50 C 5.548 25.064 13.348
51 C 4.223 24.463 17.501
52 C 8.149 12.857 16.255
53 C 2.384 19.177 17.118
54 C 5.045 21.961 16.881
55 C 3.373 23.610 16.835
56 C 6.330 23.422 14.945
57 C 3.887 12.807 18.846
58 C 3.043 20.540 20.308
59 C 4.994 17.480 16.805
60 C 5.058 20.614 18.953
61 C 5.848 22.768 17.688
62 H 3.747 14.555 11.834
63 H 3.047 12.242 18.460
64 H 4.183 16.756 16.675
65 H 5.191 25.160 12.333
66 H 10.750 18.799 16.744
67 H 5.342 20.938 16.676
68 H 9.948 13.084 13.461
69 H 7.187 14.477 17.307
70 H 3.276 15.214 14.316
71 H 2.873 21.785 21.986
72 H 3.919 25.448 17.836
73 H 6.615 21.748 19.790
74 H 5.625 20.175 18.145
75 H 5.271 27.043 14.190
76 H 5.912 26.409 16.437
77 H 4.670 15.990 12.320
78 H 3.576 18.028 15.715
79 H 9.463 11.517 15.179
80 H 5.129 14.529 18.241
81 H 3.161 21.745 15.769
82 H 5.899 23.006 12.859
83 H 4.857 17.877 17.816
84 H 5.934 16.935 16.924
85 H 9.784 17.863 15.615
86 H 7.517 16.085 15.445
87 H 3.970 18.939 15.477
88 H 4.262 13.866 16.902
89 H 2.077 20.056 20.359
90 H 6.709 24.166 16.921
91 H 0.200 20.061 14.086
92 H 4.975 15.090 14.659
93 H 3.818 13.066 19.895
94 H -0.293 21.088 16.255
95 H 5.472 19.389 16.041
96 H 6.793 22.342 18.004
97 H 2.250 18.738 13.784
98 H 7.946 12.230 17.115
99 H 8.362 19.616 16.186
100 H 6.029 24.647 18.708
101 H 3.080 18.928 17.910
102 H 7.669 18.372 17.219
103 H 3.267 19.518 18.491

The energy relative to the best compared isomer or geometry (same formula, charge and spin) comes out at 19.462 eV. The HOMO-LUMO gap comes out at 3.96 eV. Its HOMO energy is -8.70 eV. The total charge is +1. For the calculated total energy, the calculation gives -491110.74613 eV. Its maximum force is 15.52 eV/Å. The molar mass comes out at 1311.82 Da.

---

Q: Among the records above, which one has the lowest maximum force?
A: C38H41N8O2Pb